Computed, not measured: C28H94FNO20Pd as an isolated structure at a distorted geometry, with ωB97M-V with the def2-TZVPD basis set.

Each line ends with the Löwdin charge.
Element x y z (Å)
Pd (-1.804, -3.310, 1.945)  0.792
C (-1.914, 0.917, 1.811)  -0.035
C (-1.165, 0.863, 0.467)  -0.423
C (0.060, 1.847, 0.718)  -0.118
C (1.135, 1.719, -0.348)  -0.197
C (1.640, 0.279, -0.368)  -0.127
C (0.545, -0.827, -0.558)  -0.436
N (-0.657, -0.546, 0.306)  0.006
O (-1.739, -1.550, 0.319)  -0.136
C (1.296, -2.118, -0.148)  -0.016
C (0.196, -0.865, -2.066)  -0.020
C (-2.050, 1.405, -0.688)  -0.004
H (-2.216, 1.919, 2.116)  0.060
H (-1.266, 0.593, 2.625)  0.075
H (-2.839, 0.343, 1.866)  0.074
H (0.554, 1.667, 1.672)  0.114
H (-0.240, 2.887, 0.587)  0.098
H (1.970, 2.370, -0.087)  0.085
H (0.814, 2.026, -1.343)  0.102
H (2.194, 0.135, 0.559)  0.103
H (2.252, 0.234, -1.269)  0.112
H (0.684, -3.018, -0.207)  0.064
H (1.416, -2.016, 0.931)  0.057
H (2.235, -2.325, -0.661)  0.081
H (1.051, -1.313, -2.572)  0.075
H (0.039, 0.095, -2.559)  0.074
H (-0.612, -1.582, -2.212)  0.071
H (-2.986, 0.848, -0.641)  0.065
H (-1.529, 1.321, -1.642)  0.073
H (-2.335, 2.452, -0.585)  0.072
F (0.205, -3.503, 2.774)  -0.551
C (-1.659, 5.681, -0.813)  -0.177
O (-2.287, 5.578, 0.433)  -0.110
H (-0.791, 5.030, -0.921)  0.060
H (-2.313, 5.297, -1.596)  0.068
H (-1.334, 6.679, -1.109)  0.077
H (-1.618, 5.484, 1.115)  0.019
C (-5.139, 2.653, 1.199)  -0.157
O (-5.291, 2.298, 2.558)  -0.123
H (-4.096, 2.877, 0.976)  0.054
H (-5.500, 1.928, 0.469)  0.074
H (-5.786, 3.520, 1.068)  0.082
H (-4.754, 2.892, 3.088)  0.035
C (0.349, 1.444, 5.223)  -0.155
O (1.485, 0.697, 5.742)  -0.118
H (-0.535, 0.810, 5.151)  0.048
H (0.085, 2.172, 5.990)  0.075
H (0.380, 1.892, 4.230)  0.050
H (1.694, 0.045, 5.070)  0.009
C (4.771, 1.947, 0.805)  -0.163
O (6.159, 2.088, 1.097)  -0.111
H (4.538, 2.389, -0.164)  0.062
H (4.553, 0.880, 0.760)  0.070
H (4.170, 2.373, 1.608)  0.078
H (6.257, 3.024, 1.285)  0.070
C (-1.978, -1.921, 4.806)  -0.148
O (-2.637, -2.043, 3.598)  -0.196
H (-0.933, -1.645, 4.668)  0.077
H (-2.475, -1.151, 5.398)  0.088
H (-2.024, -2.889, 5.305)  0.091
H (-3.569, -1.987, 3.823)  0.100
C (2.305, -5.990, 1.573)  -0.177
O (2.589, -4.817, 2.278)  -0.151
H (1.534, -5.711, 0.854)  0.058
H (3.204, -6.425, 1.137)  0.075
H (1.928, -6.705, 2.304)  0.078
H (1.761, -4.433, 2.576)  0.012
C (1.111, 5.125, 2.119)  -0.141
O (-0.094, 5.806, 2.338)  -0.125
H (1.145, 4.737, 1.100)  0.055
H (1.961, 5.800, 2.211)  0.086
H (1.223, 4.374, 2.901)  0.083
H (-0.037, 6.358, 3.121)  0.098
C (1.784, -5.915, -2.343)  -0.095
O (2.926, -5.557, -3.171)  -0.137
H (0.869, -5.567, -2.821)  0.081
H (1.884, -6.969, -2.083)  0.088
H (1.842, -5.364, -1.405)  0.044
H (3.723, -5.985, -2.847)  0.090
C (-0.544, -2.034, -5.977)  -0.151
O (-1.677, -2.134, -6.846)  -0.126
H (-0.053, -3.002, -5.881)  0.083
H (0.171, -1.294, -6.336)  0.075
H (-0.777, -1.613, -4.999)  0.046
H (-2.072, -1.274, -7.008)  0.070
C (3.306, -1.340, 3.213)  -0.122
O (2.007, -1.108, 3.696)  -0.155
H (3.847, -0.472, 3.589)  0.090
H (3.654, -2.278, 3.645)  0.089
H (3.182, -1.373, 2.130)  0.059
H (1.472, -1.766, 3.248)  0.039
C (2.502, 5.668, -1.353)  -0.127
O (2.153, 5.567, -2.733)  -0.123
H (1.709, 6.057, -0.713)  0.067
H (2.871, 4.709, -0.988)  0.065
H (3.372, 6.322, -1.296)  0.086
H (1.690, 6.374, -2.968)  0.090
C (-2.321, 4.021, 4.085)  -0.130
O (-3.662, 4.059, 4.611)  -0.109
H (-1.587, 4.685, 4.541)  0.075
H (-1.914, 3.011, 4.144)  0.061
H (-2.391, 4.247, 3.021)  0.066
H (-3.704, 3.483, 5.379)  0.083
C (4.846, -4.076, -0.021)  -0.158
O (6.103, -4.391, -0.576)  -0.126
H (4.652, -3.004, -0.074)  0.075
H (4.089, -4.660, -0.544)  0.060
H (4.852, -4.411, 1.016)  0.072
H (6.777, -3.728, -0.411)  0.077
C (3.187, 2.582, -3.292)  -0.156
O (3.848, 3.649, -3.995)  -0.116
H (3.563, 1.605, -3.595)  0.077
H (3.257, 2.783, -2.223)  0.039
H (2.116, 2.482, -3.472)  0.070
H (3.262, 4.399, -3.872)  0.028
C (-1.901, -4.598, -0.987)  -0.102
O (-1.600, -4.945, 0.386)  -0.205
H (-2.356, -5.472, -1.454)  0.091
H (-2.548, -3.721, -0.980)  0.053
H (-0.957, -4.364, -1.478)  0.066
H (-1.418, -5.888, 0.415)  0.092
C (-3.926, -1.766, -3.171)  -0.133
O (-4.311, -0.874, -2.119)  -0.132
H (-3.774, -2.779, -2.797)  0.062
H (-4.567, -1.740, -4.052)  0.087
H (-2.936, -1.575, -3.586)  0.057
H (-3.622, -0.864, -1.450)  0.026
C (-4.303, 2.942, -3.441)  -0.175
O (-5.677, 2.922, -3.204)  -0.107
H (-4.012, 3.433, -4.370)  0.082
H (-3.870, 3.459, -2.585)  0.059
H (-3.850, 1.950, -3.471)  0.067
H (-5.941, 2.199, -2.630)  0.074
C (4.057, -2.257, -3.731)  -0.168
O (2.971, -3.004, -4.199)  -0.136
H (4.899, -2.936, -3.594)  0.082
H (4.316, -1.525, -4.496)  0.076
H (3.814, -1.713, -2.818)  0.056
H (2.957, -3.883, -3.813)  0.012
C (-5.059, -2.467, 0.803)  -0.132
O (-4.116, -3.382, 1.324)  -0.166
H (-5.092, -2.430, -0.286)  0.068
H (-6.068, -2.555, 1.206)  0.090
H (-4.755, -1.434, 0.970)  0.079
H (-4.457, -4.223, 1.012)  0.092

## Properties
- Energy above the lowest of the compared OMol25 structures with the same formula, charge and spin: 4.5 kcal/mol
- Total charge: 0
- Spin multiplicity: 3
- <S²>: 2.0102
- Highest occupied orbital energy (spin up / spin down): -8.5014 / -7.6249 eV
- Kohn-Sham gap (spin up / spin down): 0.3124 / 0.2431 hartree

---

Computed, not measured: one molecule with the formula C9H10N2O at a distorted geometry, with ωB97M-V with the def2-TZVPD basis set.

Each line ends with the Löwdin charge.
Element x y z (Å)
C (-2.850, 0.632, -0.356)  -0.100
C (-2.231, 1.830, -0.025)  -0.092
C (-2.185, -0.560, -0.187)  -0.034
C (-0.922, 1.826, 0.408)  -0.008
C (-0.875, -0.602, 0.332)  -0.242
C (-0.222, 0.635, 0.569)  -0.210
C (1.976, -1.107, -0.337)  0.189
C (2.057, 0.099, 0.115)  -0.414
C (3.216, 1.055, -0.070)  -0.023
N (-0.248, -1.748, 0.678)  0.007
N (-0.714, -2.902, 0.199)  0.027
O (1.091, 0.741, 0.900)  0.005
H (-3.862, 0.627, -0.733)  0.101
H (-2.766, 2.762, -0.123)  0.100
H (-2.699, -1.488, -0.384)  0.096
H (-0.411, 2.750, 0.627)  0.118
H (2.424, -1.824, -0.972)  0.041
H (2.952, 1.794, -0.826)  0.084
H (4.106, 0.523, -0.390)  0.076
H (3.403, 1.563, 0.875)  0.083
H (-1.106, -2.918, -0.739)  0.098
H (-0.133, -3.691, 0.439)  0.098

## Properties
- Energy above the lowest of the compared OMol25 structures with the same formula, charge and spin: 135.0 kcal/mol
- Total charge: 0
- Spin multiplicity: 1
- Highest occupied orbital energy (spin up / spin down): -8.0330 / -7.1882 eV
- Kohn-Sham gap (spin up / spin down): 0.2915 / 0.2791 hartree